Entry 1:
{"formula": "C42H98N14O14", "method": "ωB97M-V/def2-TZVPD", "energy_ev": -94671.071, "homo_ev": -9.2, "relative_energy_kj_mol": 652.2, "orbital_gap_ev": 9.402, "elements": ["O", "O", "O", "O", "O", "O", "O", "O", "O", "O", "O", "O", "O", "O", "N", "N", "N", "N", "N", "N", "N", "N", "N", "N", "N", "N", "N", "N", "C", "C", "C", "C", "C", "C", "C", "C", "C", "C", "C", "C", "C", "C", "C", "C", "C", "C", "C", "C", "C", "C", "C", "C", "C", "C", "C", "C", "C", "C", "C", "C", "C", "C", "C", "C", "C", "C", "C", "C", "C", "C", "H", "H", "H", "H", "H", "H", "H", "H", "H", "H", "H", "H", "H", "H", "H", "H", "H", "H", "H", "H", "H", "H", "H", "H", "H", "H", "H", "H", "H", "H", "H", "H", "H", "H", "H", "H", "H", "H", "H", "H", "H", "H", "H", "H", "H", "H", "H", "H", "H", "H", "H", "H", "H", "H", "H", "H", "H", "H", "H", "H", "H", "H", "H", "H", "H", "H", "H", "H", "H", "H", "H", "H", "H", "H", "H", "H", "H", "H", "H", "H", "H", "H", "H", "H", "H", "H", "H", "H", "H", "H", "H", "H", "H", "H", "H", "H", "H", "H"], "coordinates": [[-0.29755, -3.11351, 7.76629], [0.41100, -1.27460, -2.41963], [-8.93317, 7.18987, -0.75630], [-2.63410, 4.87354, 9.74780], [4.94689, -9.28649, 3.75257], [-7.97744, 6.22571, -8.84109], [8.02888, 0.68653, -4.91042], [-5.78480, -1.19022, -6.82400], [-7.51952, 0.69591, 4.50765], [4.93825, 4.11052, 7.89193], [3.69939, -8.80695, -6.76225], [2.17195, 7.18876, -1.15842], [10.57523, -5.09014, 0.53385], [2.57374, 2.02236, -12.17524], [3.09210, -9.46213, 2.58067], [3.42531, -7.22908, -5.28394], [9.69403, -7.04674, 0.99509], [-1.27291, 0.21119, -2.17444], [-1.17720, 5.14573, 8.07150], [9.25926, -1.00956, -4.17988], [5.17980, 1.86708, 7.82400], [2.88618, 0.22807, -10.97918], [-7.30491, -2.26269, -5.45533], [1.79059, 8.93310, -2.49033], [-8.55372, -0.06205, 6.36621], [-9.08473, 5.19876, 0.27484], [-9.09688, 6.92001, -7.01642], [0.59573, -3.39319, 9.84891], [1.64084, -4.28845, 9.40273], [-6.94711, -1.36104, -6.37952], [-8.00778, 6.51677, -7.65012], [1.92709, 7.64212, -2.28606], [4.81696, -6.72586, -5.17158], [-0.21121, -0.49773, -1.67872], [5.62686, 2.96913, 9.90348], [2.60024, 1.50314, -11.08313], [-8.02025, -0.23402, 5.16753], [-8.54546, 1.05967, 7.26552], [-10.45614, 6.85343, -7.71049], [9.84248, -1.35281, -5.49682], [1.92387, 9.91979, -1.39776], [-7.32932, 6.83443, 0.84376], [5.20960, 3.04784, 8.44953], [9.83465, -5.76050, 1.24868], [10.29258, -7.89843, 0.03083], [-0.80232, 6.35341, 10.15862], [-1.79959, 4.27481, 7.10612], [8.46861, 0.06787, -3.94260], [1.45902, -8.50021, -6.04503], [3.70887, -11.27827, 3.94118], [9.00532, -5.13416, 2.37512], [1.94328, 6.68601, -3.45199], [-0.26305, -2.87400, 9.02546], [3.98917, -9.93720, 3.39353], [3.05432, -0.57489, -9.79562], [-2.06208, 1.13718, -1.28676], [-8.12336, -0.57740, -6.90356], [-8.10962, -1.60901, 4.49372], [3.01771, -8.14180, 2.10451], [-8.52601, 6.38634, 0.04240], [4.56524, 1.63642, 6.52460], [-1.63314, 5.42352, 9.28998], [-6.34092, -3.05746, -4.79092], [-10.33839, 4.72378, -0.33580], [-6.77884, 6.39511, -6.80549], [2.96573, -8.16184, -6.06140], [-1.33657, -2.04438, 9.69954], [2.37000, 2.40426, -9.86656], [0.21127, -0.37790, -0.16260], [8.11477, 0.49468, -2.54059], [9.01560, -1.41158, -6.20457], [3.67713, -12.03456, 3.15688], [4.73962, -5.67947, -5.46688], [3.92650, -7.79046, 1.61589], [-2.11437, -1.90313, 8.94909], [-8.59151, 4.57087, 0.89336], [-6.45413, 5.38077, -7.03736], [-7.74231, 0.88925, 7.98244], [-11.14428, 7.17176, -6.92740], [4.34551, -11.58546, 4.77089], [1.13517, -0.91185, 0.05966], [6.34521, 2.14946, 9.91725], [-1.43691, 0.05175, -3.15820], [-0.80426, -1.11256, 9.89052], [2.15343, 10.94555, -1.68623], [-8.26725, 0.27526, -6.23996], [0.99270, 9.91414, -0.83122], [7.02700, 0.56431, -2.54370], [-0.77955, 6.10012, 11.21854], [-8.00187, -0.31648, -7.95488], [-10.67437, 5.29740, -1.19963], [-11.12181, 4.65002, 0.41847], [-8.28182, -2.40257, -5.24041], [1.02701, -8.20063, -5.09019], [-2.22460, 2.05619, -1.84990], [1.19454, -5.27889, 9.31358], [2.91675, -0.26021, -11.86279], [2.29531, -8.02959, 1.29602], [10.45252, -2.25601, -5.48388], [0.47690, -3.24870, 10.84143], [2.28569, -10.03202, 2.36847], [-3.05347, 0.79056, -0.99501], [-8.09025, -1.57663, 3.40437], [-1.06050, 3.51186, 6.86170], [10.91470, -8.67196, 0.48106], [-7.00524, 6.44326, -5.74036], [8.92913, -5.84156, 3.20088], [10.46636, -0.52447, -5.83259], [3.26860, -1.61029, -10.06042], [6.00999, 3.92668, 10.25620], [-6.49509, -4.11111, -5.02359], [1.19550, -9.54021, -6.23757], [2.13047, -3.99303, 8.47477], [-7.40431, 6.52968, 1.88760], [2.76408, -6.55436, -4.92669], [-10.69946, 5.81672, -7.94312], [1.38013, 2.32159, -9.41777], [2.42903, 3.43872, -10.20496], [-9.08450, 7.27428, -6.07068], [-1.58537, 1.51744, -0.38330], [-1.12340, 7.39340, 10.21727], [0.94821, 6.30370, -3.67952], [-1.78424, -2.40059, 10.62734], [8.45843, -0.20424, -1.77802], [5.22999, -6.66947, -4.16444], [1.67738, 9.19940, -3.45799], [3.07213, 2.37398, -9.03336], [-8.43883, 2.01323, 6.74835], [-6.43271, -2.85193, -3.72441], [3.61006, 1.16819, 6.76226], [4.41398, 2.53964, 5.93348], [-0.65252, -0.77147, 0.37320], [5.58214, 1.07409, 8.30295], [-7.28490, 7.92288, 0.80631], [-9.02822, -0.83710, 6.80695], [2.67473, 9.55338, -0.69771], [9.57760, -1.59500, -3.42093], [-10.14009, 3.67897, -0.57484], [3.95021, -0.25478, -9.26363], [-2.68182, 3.73087, 7.44362], [-7.25358, -2.17670, 4.85844], [10.92422, -7.22650, -0.55025], [2.81676, -7.41992, 2.89611], [0.94675, -7.96801, -6.84655], [-5.91244, 7.00782, -7.05457], [-2.08358, 4.76370, 6.17421], [-0.20906, 5.35632, 7.87529], [8.92056, -7.44273, 1.50992], [2.56834, 5.79930, -3.34642], [9.49856, -8.48491, -0.43145], [8.02270, -4.96156, 1.93607], [2.39123, -4.34852, 10.19102], [4.83136, 2.59715, 10.54915], [0.20524, 6.38589, 9.74402], [8.63171, 1.42091, -2.28965], [5.52171, -7.25710, -5.81128], [-8.97694, -2.15222, 4.86893], [2.39495, 7.23789, -4.27633], [-9.03534, -1.17278, -6.85955], [2.69960, -11.24836, 4.35177], [0.42903, 0.63347, 0.18066], [-9.50941, 1.15872, 7.76462], [9.43780, -4.20334, 2.74206], [2.25749, -0.54166, -9.05262], [5.02165, 0.87995, 5.88621], [-6.36692, 6.46467, 0.48999], [-5.32618, -2.76860, -5.06475], [-10.44042, 7.37800, -8.66584]], "lowdin_charge": [-0.02, -0.01, 0.04, 0.02, 0.05, 0.03, 0.02, 0.01, 0.00, 0.03, 0.04, 0.01, 0.01, 0.03, -0.01, 0.01, -0.02, 0.02, 0.00, 0.00, -0.01, 0.01, -0.02, 0.01, -0.01, 0.01, 0.02, -0.01, -0.06, -0.54, -0.61, -0.58, -0.04, -0.51, 0.00, -0.58, -0.55, -0.07, -0.03, -0.06, -0.05, -0.01, -0.57, -0.56, -0.07, 0.00, -0.07, -0.56, 0.00, -0.01, 0.00, -0.01, -0.55, -0.62, -0.08, -0.07, -0.01, 0.00, -0.09, -0.60, -0.06, -0.55, -0.08, -0.05, -0.01, -0.61, -0.01, 0.00, -0.01, 0.00, 0.08, 0.09, 0.08, 0.09, 0.08, 0.14, 0.09, 0.09, 0.08, 0.09, 0.07, 0.07, 0.14, 0.08, 0.08, 0.09, 0.08, 0.09, 0.08, 0.09, 0.09, 0.08, 0.14, 0.07, 0.07, 0.09, 0.15, 0.09, 0.08, 0.14, 0.15, 0.07, 0.08, 0.08, 0.08, 0.07, 0.07, 0.08, 0.08, 0.09, 0.09, 0.08, 0.09, 0.07, 0.14, 0.08, 0.08, 0.08, 0.13, 0.07, 0.08, 0.08, 0.08, 0.07, 0.07, 0.13, 0.07, 0.09, 0.08, 0.08, 0.09, 0.08, 0.13, 0.08, 0.14, 0.08, 0.13, 0.08, 0.08, 0.09, 0.08, 0.09, 0.09, 0.08, 0.08, 0.08, 0.13, 0.14, 0.09, 0.09, 0.08, 0.08, 0.08, 0.07, 0.09, 0.08, 0.07, 0.07, 0.07, 0.08, 0.07, 0.08, 0.08, 0.08, 0.08, 0.08, 0.09, 0.08]}

***

Entry 2:
{"formula": "C42H99Cl6O32P5", "method": "ωB97M-V/def2-TZVPD", "energy_ev": -232263.576, "homo_ev": -10.0, "relative_energy_kj_mol": 508.1, "orbital_gap_ev": 10.102, "elements": ["Cl", "Cl", "Cl", "Cl", "Cl", "Cl", "P", "P", "P", "P", "P", "O", "O", "O", "O", "O", "O", "O", "O", "O", "O", "O", "O", "O", "O", "O", "O", "O", "O", "O", "O", "O", "O", "O", "O", "O", "O", "O", "O", "O", "O", "O", "O", "C", "C", "C", "C", "C", "C", "C", "C", "C", "C", "C", "C", "C", "C", "C", "C", "C", "C", "C", "C", "C", "C", "C", "C", "C", "C", "C", "C", "C", "C", "C", "C", "C", "C", "C", "C", "C", "C", "C", "C", "C", "C", "H", "H", "H", "H", "H", "H", "H", "H", "H", "H", "H", "H", "H", "H", "H", "H", "H", "H", "H", "H", "H", "H", "H", "H", "H", "H", "H", "H", "H", "H", "H", "H", "H", "H", "H", "H", "H", "H", "H", "H", "H", "H", "H", "H", "H", "H", "H", "H", "H", "H", "H", "H", "H", "H", "H", "H", "H", "H", "H", "H", "H", "H", "H", "H", "H", "H", "H", "H", "H", "H", "H", "H", "H", "H", "H", "H", "H", "H", "H", "H", "H", "H", "H", "H", "H", "H", "H", "H", "H", "H", "H", "H", "H", "H", "H", "H", "H", "H", "H"], "coordinates": [[-9.03871, -1.83825, -9.97281], [-4.37172, -10.90286, -2.85641], [-12.83443, 1.24915, -4.11217], [-9.99305, 0.71751, -3.84448], [-7.07685, 0.59422, -9.79129], [-4.50975, -8.91078, -0.69879], [1.90922, 9.47785, 0.77398], [-11.08292, -7.87363, -7.55261], [4.88115, 3.51380, -7.15985], [-6.64328, 1.52789, 5.53688], [-0.92616, -1.54483, -0.25271], [10.26349, 6.84271, 0.86096], [-6.42378, 6.46625, 0.66913], [8.55936, 6.53281, -0.42815], [6.74623, -8.20271, 4.67057], [13.01109, 0.98460, 0.08092], [12.38584, -0.99783, -0.89099], [-9.93413, -6.66269, -7.83104], [4.47399, 4.96690, -6.57020], [2.20658, 9.64496, 2.20151], [-1.09910, -2.87833, 0.63945], [2.80984, 10.34846, -0.31612], [7.31562, 2.29665, 6.60349], [0.34260, 9.75371, 0.36831], [-7.07420, 0.23290, 6.21359], [-10.75517, -8.64793, -6.31551], [-8.27895, 5.92710, -0.48595], [6.40228, 3.71954, -7.61852], [-1.63887, -1.95958, -1.60929], [2.18191, 7.99150, 0.13966], [4.94088, 2.54074, -5.84897], [-1.02299, -9.45306, 8.08454], [0.61914, -1.51751, -0.47337], [-1.54654, -0.32621, 0.32564], [-12.53004, -7.02250, -7.55690], [-7.29459, 1.79153, 4.02898], [3.88923, 2.90540, -8.09797], [7.94782, -8.34792, 2.64216], [-11.19358, -8.76801, -8.86728], [-7.08968, 2.84352, 6.39058], [6.32076, 0.98479, 5.06730], [-3.04281, -8.43093, 8.30845], [-5.08630, 1.86059, 5.31204], [11.43393, -1.49162, 0.10857], [2.65469, 11.78036, -0.38440], [-5.10901, -10.44868, -1.33099], [4.96192, 1.12853, -5.92035], [5.60010, -7.61311, 4.11186], [8.89670, 8.73772, 0.40057], [13.91800, 0.56974, -2.05971], [7.87690, -8.35739, 3.87430], [-3.02056, -8.09994, 9.70169], [-8.42509, 3.26350, 6.52793], [-3.40285, -9.38668, 10.40674], [-7.44926, -1.11675, -9.41134], [-0.09420, 9.74674, -0.96498], [-7.15615, 0.79227, 2.99041], [-11.64632, 0.30733, -3.22622], [-6.94576, 5.96309, -0.36595], [-11.06499, -8.27711, -10.16789], [-1.94975, -2.90920, 1.81580], [6.57178, 4.61928, -8.72583], [3.66164, 5.26492, -5.46574], [-13.65773, -7.80847, -7.80274], [9.98246, -1.28752, -0.28314], [-2.33662, -9.22667, 6.16773], [7.72751, -0.07372, 6.59042], [-2.02272, -9.03237, 7.60086], [9.28213, 7.27931, 0.30952], [-6.24370, 5.04961, -1.35439], [1.43892, -1.28796, 0.55704], [-2.94972, -2.36573, -1.72883], [-10.56342, 5.77713, 0.29709], [7.02040, 1.14805, 6.03533], [-9.22366, 6.45530, 0.41617], [9.19602, -8.76306, 4.69181], [1.59252, 6.78663, 0.68581], [6.87517, 3.53074, 6.02070], [9.35933, 4.99307, -2.09409], [8.80505, 5.22109, -0.69868], [5.32860, -6.28338, 4.68953], [13.12643, 0.16353, -0.77814], [-8.60313, -6.96624, -8.09618], [-4.55732, 3.02398, 4.76943], [5.48221, 3.84641, 6.24081], [-2.74760, -10.23705, 10.21800], [8.83422, 9.24055, -0.56450], [-6.86462, -0.15876, 3.43611], [8.42577, -0.42049, 5.82866], [2.01860, -0.40693, 0.28163], [11.51116, -0.86143, 0.99457], [7.93176, 8.70733, 0.90660], [4.65447, 0.90132, -4.89959], [9.62415, 3.97227, -2.36964], [3.64001, 12.23424, -0.49041], [-10.08083, -8.60920, -10.49838], [4.75866, -8.29523, 4.23354], [14.91988, 0.16874, -2.21315], [-11.17682, -7.20790, -10.34788], [7.10923, 5.51306, -8.40896], [4.37188, 0.69914, -6.73003], [2.31330, 6.27162, 1.32090], [5.23311, 3.92995, 7.29867], [-4.49154, 3.10063, 3.68412], [-10.76907, 5.61927, -0.76163], [9.61602, -0.35336, -0.70879], [5.74565, 5.06536, -9.27955], [-6.71209, 4.71907, -2.28146], [-8.91550, 6.48103, 1.46138], [-3.64680, -7.22335, 9.86762], [-3.49856, -2.40968, -0.78812], [13.44293, 0.18544, -2.96234], [-8.88414, 2.73952, 7.36627], [-3.07123, -3.35409, -2.17209], [-6.57019, 1.20575, 2.16957], [9.44702, 4.67692, -0.00596], [2.19031, 12.03069, -1.33821], [11.59035, -2.52064, 0.43221], [-14.12374, -7.57694, -8.76051], [-9.01799, 3.13982, 5.62169], [2.58878, 5.19048, -5.64329], [3.81512, 4.72626, -4.53065], [-13.43182, -8.86871, -7.68901], [5.10651, -6.41815, 5.74812], [-5.31527, 3.77793, 4.98194], [5.75905, -7.59176, 3.03372], [9.65131, -2.08530, -0.94797], [-8.43498, 4.30227, 6.85804], [9.19740, -8.05402, 5.51968], [1.04569, -1.08689, 1.55355], [7.04024, -0.86252, 6.89631], [-2.71632, -3.67189, 1.67873], [10.08099, -8.59250, 4.07876], [-2.34121, -1.91669, 2.03894], [-8.43080, -7.97885, -7.73146], [5.25033, 4.75861, 5.69109], [7.15297, 4.05324, -9.45378], [10.28073, 5.57044, -2.16986], [8.40355, 0.25915, 7.37798], [-11.30073, 6.42569, 0.77022], [-7.29993, -1.37214, -8.36226], [-3.45731, -1.68651, -2.41377], [-9.34104, 7.48666, 0.08361], [-2.34342, -8.31955, 5.56342], [-6.69140, -1.63248, -10.00108], [-5.85202, 4.12676, -0.92652], [-4.77230, -11.27089, -0.69955], [-3.55722, -9.14267, 11.45780], [-0.23566, 8.67752, -1.12265], [-5.31909, 5.53876, -1.66086], [-11.82125, 0.51129, -2.16986], [8.80959, 5.54890, -2.85366], [4.59165, -5.62204, 4.23385], [0.73646, 9.98832, -1.62810], [0.82598, 7.13394, 1.37856], [-14.49086, -7.64730, -7.11862], [-8.12329, 0.71643, 2.49343], [-11.82832, -8.77605, -10.76496], [5.98705, 0.76552, -5.99409], [9.40124, -1.42566, 0.62854], [-3.27162, -9.77666, 6.06105], [6.21309, -5.67074, 4.51501], [2.25753, 12.22239, 0.52937], [-8.35693, -6.90772, -9.15640], [-0.94159, 10.42485, -1.06604], [9.71296, 9.23022, 0.92902], [4.93754, 3.04729, 5.73797], [7.82599, 4.75532, -0.58646], [-6.19685, -10.44473, -1.39945], [13.92193, 1.65091, -2.19819], [-1.39007, -3.24375, 2.68926], [-3.64253, 3.18515, 5.33977], [-4.34753, -9.68934, 9.95501], [-11.86718, -0.75258, -3.35244], [-1.58228, -9.81294, 5.64299], [-10.52214, 4.80016, 0.77868], [7.00167, 3.53814, 4.93809], [-8.01157, -6.24106, -7.53736], [7.41181, 4.38400, 6.43551], [-2.01207, -7.75731, 9.93334], [2.05645, -2.18241, 0.63885], [1.19095, 6.17552, -0.12254], [9.17790, -9.82678, 4.92903], [3.91649, 6.30759, -5.27605]], "lowdin_charge": [0.45, 0.51, 0.50, 0.46, 0.49, 0.50, 0.48, 0.54, 0.46, 0.52, 0.40, 0.10, 0.04, 0.03, -0.03, 0.10, -0.03, -0.25, -0.22, -0.23, -0.22, -0.25, 0.03, -0.25, -0.27, -0.25, -0.02, -0.20, -0.20, -0.26, -0.25, 0.12, -0.18, -0.24, -0.22, -0.26, -0.26, 0.06, -0.23, -0.23, 0.09, -0.05, -0.23, -0.20, -0.10, -1.05, -0.11, -0.28, 0.03, 0.01, -0.42, -0.22, -0.11, -0.07, -0.97, -0.11, -0.09, -1.01, -0.46, -0.12, -0.08, -0.11, -0.12, -0.16, -0.08, 0.01, 0.02, -0.53, -0.59, 0.01, -0.16, -0.13, -0.07, -0.56, -0.25, 0.02, -0.08, -0.25, -0.06, -0.26, -0.07, -0.48, -0.14, -0.11, -0.10, 0.08, 0.09, 0.09, 0.09, 0.10, 0.11, 0.09, 0.09, 0.08, 0.08, 0.09, 0.13, 0.08, 0.10, 0.09, 0.09, 0.09, 0.09, 0.09, 0.08, 0.08, 0.09, 0.08, 0.12, 0.12, 0.09, 0.07, 0.09, 0.09, 0.08, 0.13, 0.08, 0.12, 0.09, 0.09, 0.09, 0.09, 0.09, 0.08, 0.08, 0.11, 0.07, 0.09, 0.07, 0.10, 0.09, 0.08, 0.07, 0.08, 0.09, 0.09, 0.09, 0.08, 0.08, 0.08, 0.03, 0.09, 0.13, 0.09, 0.01, 0.09, 0.02, 0.08, 0.09, 0.08, 0.03, 0.07, 0.08, 0.08, 0.08, 0.09, 0.08, 0.09, 0.08, 0.08, 0.09, 0.08, 0.09, 0.08, 0.10, 0.09, 0.08, 0.12, 0.03, 0.08, 0.08, 0.10, 0.08, 0.03, 0.09, 0.08, 0.13, 0.09, 0.13, 0.12, 0.10, 0.09, 0.08, 0.09]}